Molecular formula: C4H8O3
Method: DFT, wB97M-V/def2-TZVPD

Structure (XYZ):
```
15
Properties=species:S:1:pos:R:3:forces:R:3
C -1.66401 1.01946 -0.41015 -0.03 0.03 0.03
C -0.20900 0.58557 -0.53190 -0.05 0.02 -0.18
O 0.54809 1.24749 0.46707 0.04 -0.09 0.19
C 0.02380 -0.93078 -0.49295 -0.20 0.06 0.02
O 1.43191 -1.17027 -0.35372 0.09 -0.01 0.10
C 1.90784 -1.09797 0.89139 -0.12 -0.07 0.34
O 1.25244 -1.02925 1.90271 0.30 -0.09 -0.41
H -2.25217 0.90326 -1.32411 0.13 -0.11 0.05
H -1.59757 2.08154 -0.16525 -0.31 -0.05 -0.09
H -2.18362 0.51077 0.41084 0.13 0.02 -0.10
H 0.20139 0.95656 -1.47768 -0.02 -0.01 0.11
H 0.30640 0.87071 1.32685 0.10 0.10 -0.13
H -0.25983 -1.40352 -1.43714 -0.01 0.13 0.15
H -0.51113 -1.41832 0.32891 0.04 0.16 -0.08
H 3.00546 -1.12526 0.86512 -0.10 -0.08 0.02
```
Forces are in eV/Å.

The calculation puts the frontier orbital gap at 11.36 eV. The SMILES is C[C@@H](O)COC=O. For the total energy, the calculation gives -10419.974 eV.

These are the natural (NBO) partial charges, in e, on atoms 1 to 5: -0.6404, 0.0711, -0.7170, -0.1129, -0.4954

=====

Molecular formula: C54H48BCl2F3IO36P2
Method: DFT, wB97M-V/def2-TZVPD

Structure (XYZ):
```
147
Properties=species:S:1:pos:R:3:forces:R:3
C 4.23408 -2.68327 5.22072 0.06 -0.03 0.06
C 3.49461 -2.93669 3.90232 -0.16 -0.04 0.18
C 3.05835 -1.66001 3.17285 -0.11 -0.08 -0.11
P 1.94230 -0.73316 4.42016 0.57 -0.01 0.35
P -0.15891 -1.18033 4.18346 -0.12 -0.31 -0.31
O -0.46722 -2.54845 3.74362 -0.04 0.23 0.08
O -0.81972 -0.00647 3.29612 -0.01 -0.05 0.10
O -0.78146 -0.90248 5.64857 0.09 0.06 0.03
O 4.14973 -0.78991 3.03673 -0.43 0.20 -0.32
B 4.73647 -0.90861 1.64976 0.44 -0.75 0.36
C 6.08819 -1.85343 1.63762 -0.24 0.22 0.25
C 7.06500 -1.58363 2.76224 -0.14 0.07 0.07
O 7.35374 -0.20120 2.97894 0.10 -0.15 -0.01
C 8.38819 -2.30732 2.59396 0.09 -0.06 -0.05
F 9.19086 -2.16711 3.66620 0.07 0.04 0.11
F 8.23379 -3.62643 2.40386 -0.07 -0.09 0.00
F 9.08916 -1.83640 1.53442 -0.01 0.05 -0.04
C 5.08247 0.55100 0.90954 0.10 -0.18 0.36
Cl 4.11208 0.69560 -0.58858 -0.03 0.26 -0.06
C 5.00092 1.80142 1.75626 -0.08 0.23 -0.12
C 3.62657 2.14819 2.32316 0.00 0.06 0.21
Cl 5.60434 3.25849 0.80209 0.14 -0.07 0.05
O 3.70700 -1.73920 0.94096 -0.03 0.43 -0.15
C 2.58030 -1.93064 1.66865 0.45 0.37 -0.06
I 1.92335 -4.01061 1.27114 -0.04 -0.11 0.05
C 1.43213 -1.04711 1.17921 -0.29 -0.26 0.05
C 1.28384 -0.88294 -0.32536 0.04 0.20 0.40
O 1.68717 -1.59765 -1.18370 0.00 -0.18 -0.27
O 0.50249 0.19385 -0.65124 0.00 0.08 -0.11
H 4.95096 -3.48811 5.40668 -0.04 0.06 -0.01
H 4.78190 -1.73709 5.19702 -0.03 -0.11 -0.02
H 3.54600 -2.66284 6.06973 0.07 0.08 -0.08
H 2.59907 -3.53477 4.09912 0.15 -0.12 -0.13
H 4.13818 -3.49488 3.21619 -0.13 0.03 0.01
H 1.98850 0.58275 3.94327 -0.24 0.03 -0.30
H -1.78754 -0.09225 3.33484 -0.13 0.09 -0.06
H -0.31554 -0.19114 6.10603 -0.06 -0.04 0.04
H 6.58231 -1.78596 0.66011 0.00 -0.05 0.12
H 5.71989 -2.87842 1.74482 0.26 0.04 -0.11
H 6.65215 -1.96617 3.70204 0.00 0.22 -0.04
H 7.81791 0.12428 2.19792 -0.07 0.01 -0.02
H 6.12120 0.47486 0.58057 -0.15 0.08 -0.22
H 5.75148 1.71884 2.54014 -0.15 -0.15 0.04
H 3.65697 2.13851 3.41539 0.01 -0.03 -0.08
H 2.89345 1.41054 2.00794 -0.02 0.03 -0.08
H 3.29581 3.13750 2.00659 0.01 -0.12 -0.04
H 0.47597 -1.46508 1.50388 -0.02 0.06 0.11
H 1.51443 -0.06220 1.64544 0.13 0.04 -0.07
H 0.34341 0.73414 0.13264 0.02 -0.08 0.01
C 2.85974 1.79097 -6.65488 -0.05 -0.04 -0.04
C 3.68245 2.83316 -6.48238 0.03 0.04 -0.02
C 4.39477 3.10537 -5.17021 0.02 0.01 0.06
O 5.12682 4.08601 -5.16867 -0.04 -0.04 0.01
C 4.16654 2.22511 -4.05828 0.06 0.06 0.05
C 3.33606 1.17573 -4.22172 0.00 0.00 -0.01
C 2.63949 0.88953 -5.54077 -0.02 0.00 -0.07
O 1.92443 -0.09400 -5.58724 0.01 0.03 0.03
O 3.06373 0.32081 -3.26433 -0.06 -0.01 -0.09
O 3.96845 3.72961 -7.41783 -0.06 -0.06 -0.06
H 2.35228 1.59031 -7.58785 0.01 0.01 0.00
H 4.66070 2.42655 -3.11698 -0.03 -0.04 0.02
H 2.44169 -0.35241 -3.60380 0.00 -0.04 0.05
H 4.59413 4.34986 -6.98528 0.01 -0.02 0.06
C -5.03861 1.71810 3.92352 0.15 -0.01 0.02
C -6.23893 2.31125 3.86103 -0.03 0.07 -0.02
C -7.47595 1.58959 3.36322 -0.11 -0.05 0.00
O -8.51309 2.23720 3.37463 0.18 -0.01 0.00
C -7.36431 0.22587 2.91978 -0.08 -0.03 -0.05
C -6.16183 -0.37142 2.97546 0.05 -0.03 0.04
C -4.92698 0.34445 3.49369 -0.04 0.04 0.02
O -3.90139 -0.31293 3.50451 0.19 0.03 -0.07
O -5.93582 -1.61350 2.59853 -0.07 0.00 0.00
O -6.46125 3.56816 4.20954 -0.07 -0.06 0.09
H -4.15126 2.22561 4.27541 -0.01 0.01 0.01
H -8.25184 -0.27327 2.55692 0.02 -0.01 0.00
H -4.98560 -1.79312 2.75416 0.01 0.03 0.01
H -7.41184 3.74261 4.04219 0.01 -0.05 -0.10
C -3.84325 6.89134 2.05023 0.09 0.01 0.06
C -4.97980 6.47202 2.62799 0.04 0.00 -0.01
C -6.25022 6.23731 1.83423 -0.14 -0.04 -0.22
O -7.23039 5.83146 2.43740 0.20 0.10 0.20
C -6.23150 6.48821 0.40996 -0.06 0.00 -0.01
C -5.08920 6.88992 -0.17061 0.09 -0.08 -0.06
C -3.81765 7.11398 0.62429 0.09 0.02 -0.03
O -2.83744 7.46527 -0.00958 -0.09 -0.01 0.08
O -4.94087 7.09812 -1.46565 -0.25 0.09 0.12
O -5.08008 6.22486 3.92340 -0.03 0.09 0.05
H -2.93390 7.05639 2.61091 -0.01 -0.02 0.02
H -7.14038 6.31495 -0.14907 0.01 -0.01 -0.01
H -3.99883 7.33041 -1.60658 0.02 -0.10 -0.07
H -5.98623 5.90302 4.08782 0.02 -0.06 -0.08
C 7.00882 -5.28335 -3.55317 0.16 -0.03 -0.11
C 7.30020 -5.05727 -2.26508 0.03 -0.05 -0.12
C 6.39602 -4.24024 -1.37168 -0.32 0.21 0.03
O 6.75013 -4.11878 -0.21347 0.19 -0.31 -0.13
C 5.19246 -3.65374 -1.92682 0.00 0.08 0.11
C 4.91029 -3.87974 -3.21664 -0.04 0.00 -0.09
C 5.79624 -4.72502 -4.10294 0.08 -0.07 0.07
O 5.43066 -4.89789 -5.25785 -0.08 0.01 0.05
O 3.83982 -3.40270 -3.84391 0.01 0.04 0.05
O 8.37701 -5.52545 -1.65157 0.01 0.00 0.00
H 7.64035 -5.87641 -4.20035 0.01 0.00 0.01
H 4.56143 -3.05759 -1.27673 -0.05 0.01 0.01
H 3.89490 -3.73129 -4.76163 0.03 -0.02 0.01
H 8.31732 -5.19364 -0.73035 -0.07 0.03 0.01
C -13.33592 2.75699 0.94557 -0.03 -0.07 0.03
C -13.84530 3.91762 0.51137 -0.03 0.03 -0.02
C -13.01303 5.17943 0.39714 0.01 0.05 -0.01
O -13.59630 6.16534 -0.02769 0.03 -0.05 0.03
C -11.62872 5.13669 0.78931 0.05 0.11 -0.02
C -11.10986 3.97711 1.23236 0.01 -0.04 0.00
C -11.93853 2.70605 1.32304 -0.01 -0.07 -0.01
O -11.36447 1.70551 1.71017 -0.02 0.06 -0.02
O -9.85891 3.83808 1.61720 -0.10 0.02 -0.13
O -15.10477 4.08931 0.13670 -0.01 -0.09 0.02
H -13.92246 1.85258 1.02407 -0.01 0.01 -0.01
H -11.04461 6.04355 0.71941 0.02 -0.02 0.01
H -9.72955 2.91275 1.92023 -0.04 0.07 0.10
H -15.17184 5.02898 -0.13246 0.05 0.02 0.01
C 3.60453 -10.44245 -2.48202 -0.02 -0.11 0.02
C 4.01249 -9.27822 -1.95229 0.00 0.06 0.02
C 4.39867 -8.08778 -2.81108 0.03 0.05 -0.01
O 4.74485 -7.08797 -2.20789 -0.03 -0.03 -0.04
C 4.34083 -8.21042 -4.25089 0.04 0.09 -0.04
C 3.93378 -9.37566 -4.77385 -0.02 -0.04 -0.02
C 3.53217 -10.56081 -3.91777 -0.01 -0.04 0.05
O 3.16792 -11.55916 -4.51941 0.03 0.04 0.02
O 3.83797 -9.61812 -6.07333 0.03 0.08 -0.01
O 4.11635 -9.04849 -0.65656 -0.02 -0.08 0.00
H 3.32552 -11.29435 -1.87835 0.00 0.02 0.02
H 4.62790 -7.36191 -4.85857 -0.02 0.00 0.00
H 3.51297 -10.53859 -6.14688 -0.01 -0.01 0.05
H 4.41569 -8.12016 -0.56168 -0.01 0.03 -0.05
C -4.06450 4.16263 -3.13665 -0.10 0.02 -0.02
C -2.87955 4.72624 -2.86772 0.01 0.04 0.08
C -1.62423 3.91586 -2.60990 0.03 -0.11 0.00
O -0.61300 4.55830 -2.39013 -0.05 0.01 0.01
C -1.71030 2.47308 -2.63362 0.16 0.00 0.04
C -2.89522 1.90457 -2.90311 -0.07 -0.04 -0.02
C -4.14440 2.71786 -3.18209 -0.01 0.03 -0.01
O -5.15974 2.08851 -3.42502 0.02 0.03 0.03
O -3.09814 0.59796 -2.95327 0.06 0.02 0.02
O -2.67993 6.03507 -2.78257 0.01 0.10 -0.11
H -4.96129 4.73911 -3.31528 0.01 0.01 0.00
H -0.81720 1.89734 -2.43045 0.01 -0.06 0.00
H -4.04341 0.47620 -3.17145 0.00 0.04 -0.01
H -1.73133 6.15404 -2.56359 0.05 -0.11 0.01
```
Forces are in eV/Å.

The calculation puts the frontier orbital gap at 5.30 eV. Its total charge is -1. For the total energy, the calculation gives -191044.063 eV.

These are the Mulliken partial charges, in e, on atoms 1 to 5: -1.5096, -0.9291, 2.1976, -0.7050, 1.0487

=====

Molecular formula: C21H29N3O2S
Method: DFT, wB97M-V/def2-TZVPD

Structure (XYZ):
```
56
Properties=species:S:1:pos:R:3:forces:R:3
C -7.34340 -1.75157 1.62769 0.10 0.07 -0.39
C -7.16490 -2.01826 0.13537 -0.11 -0.24 0.31
O -6.89474 -0.84433 -0.60102 0.01 0.20 -0.13
C -5.65576 -0.27610 -0.54286 0.15 0.12 -0.03
C -4.54988 -0.82793 0.09156 -0.32 -0.20 -0.01
C -3.35639 -0.13302 0.03614 0.19 0.44 -0.20
C -3.22514 1.10111 -0.62856 -0.40 -0.82 0.33
C -4.34384 1.63529 -1.25906 0.07 -0.09 0.08
C -5.53604 0.95016 -1.21133 -0.12 -0.14 0.06
H -6.41689 1.34336 -1.69338 -0.11 0.05 -0.06
H -4.26150 2.57913 -1.77301 -0.01 0.12 -0.07
N -1.97923 1.66080 -0.57853 0.48 0.73 -0.25
C -1.15173 0.93733 0.08356 -0.57 -0.71 0.24
N 0.13245 1.24729 0.29780 0.43 0.10 0.14
C 1.02563 0.37975 1.02526 0.07 -0.21 0.17
H 0.45222 -0.14680 1.79509 0.12 0.01 -0.05
C 2.13360 1.19571 1.68769 -0.11 -0.09 0.00
H 2.79330 0.52409 2.23984 -0.04 0.01 0.05
H 1.66475 1.85918 2.41609 0.01 -0.03 0.02
C 2.94131 2.04328 0.68511 0.25 0.05 -0.07
C 4.33402 1.48406 0.38972 -0.57 0.38 0.23
O 5.32709 2.17945 0.42692 0.33 0.26 0.00
N 4.35656 0.17662 0.06706 -0.06 -0.62 -0.13
H 3.50041 -0.35114 0.06301 -0.08 0.14 0.04
C 5.57168 -0.54685 -0.24254 0.49 0.01 -0.07
C 5.50532 -1.14858 -1.64994 -0.18 0.11 0.07
C 4.49817 -2.29346 -1.73513 0.33 -0.12 -0.05
C 4.81872 -3.36924 -0.70183 -0.33 0.08 0.06
C 4.82832 -2.77795 0.70462 0.34 -0.11 -0.09
C 5.84014 -1.63823 0.79953 -0.19 0.12 0.02
H 6.84297 -2.03437 0.63116 0.08 -0.03 0.02
H 5.81802 -1.19536 1.79724 0.09 0.03 0.00
H 5.08569 -3.55209 1.43010 -0.10 0.03 0.06
H 3.82833 -2.41646 0.95784 -0.11 -0.01 0.07
H 4.08395 -4.17461 -0.76260 0.06 -0.07 -0.02
H 5.80068 -3.79496 -0.91924 0.06 -0.08 -0.02
H 4.52402 -2.72390 -2.73810 -0.12 0.04 -0.02
H 3.48498 -1.91798 -1.57068 -0.12 0.01 -0.04
H 6.49660 -1.52404 -1.90946 0.07 -0.02 -0.05
H 5.24620 -0.36462 -2.36424 0.09 0.03 -0.01
H 6.36988 0.20213 -0.20074 -0.15 -0.15 -0.01
C 2.16023 2.21781 -0.62516 -0.17 0.16 0.16
C 0.68482 2.43790 -0.32006 0.09 0.26 -0.32
H 0.56405 3.29772 0.35079 -0.03 0.04 -0.10
H 0.11211 2.63705 -1.22860 0.08 0.04 0.13
H 2.26917 1.33585 -1.26004 0.00 -0.01 -0.05
H 2.55352 3.07157 -1.17634 0.01 -0.03 -0.05
H 3.11110 3.03321 1.11802 0.05 -0.14 -0.07
H 1.43911 -0.38685 0.35169 0.01 -0.05 0.08
S -1.82704 -0.59058 0.74118 0.03 0.42 -0.23
H -4.58917 -1.77020 0.61326 -0.12 -0.11 0.05
H -8.10160 -2.39200 -0.28813 0.18 -0.03 0.04
H -6.38651 -2.77264 -0.03590 -0.08 0.06 -0.05
H -6.43204 -1.34814 2.06219 0.04 0.01 0.09
H -7.59901 -2.67637 2.13777 -0.03 -0.10 0.09
H -8.14275 -1.03054 1.77894 -0.07 0.04 0.04
```
Forces are in eV/Å.

The calculation puts the frontier orbital gap at 7.82 eV. The SMILES is CCOc1ccc2nc(N3CCC(C(=O)NC4CCCCC4)CC3)sc2c1. For the total energy, the calculation gives -41649.717 eV.

These are the natural (NBO) partial charges, in e, on atoms 1 to 5: -0.6384, -0.0611, -0.4943, 0.2827, -0.2762

=====

Molecular formula: C11H12INO2
Method: DFT, wB97M-V/def2-TZVPD

Structure (XYZ):
```
27
Properties=species:S:1:pos:R:3:forces:R:3
C -0.75054 -1.24040 2.38465 2.73 -0.64 2.33
C -2.01102 -0.69758 2.15939 -2.02 1.45 -1.26
C 0.18789 -1.60042 1.52177 -0.50 1.03 -2.59
C -2.44597 -0.33972 0.97217 2.11 0.00 -2.37
C -0.54836 -2.85442 -0.50157 1.98 3.97 -0.34
C -1.54378 -1.04876 -1.52119 0.72 -0.79 0.30
C 0.21518 -1.51904 -0.03938 -1.44 1.27 0.34
C -0.60916 -0.36377 -0.65466 -1.67 -3.50 2.76
C 0.88136 1.37608 0.27847 1.19 1.47 -2.49
C 0.44454 1.31608 -2.13898 0.76 1.46 -0.52
C -0.13071 1.00699 -0.78405 -0.48 -0.18 -0.27
N -1.41381 -2.47654 -1.43018 -2.53 1.43 -1.47
O -0.30235 -3.90398 -0.07693 0.53 -4.06 1.51
O -2.36315 -0.56758 -2.23123 -1.50 1.09 -1.67
I -4.10449 0.32288 0.07614 -0.47 0.25 0.29
H -0.48292 -1.27739 3.48832 -0.22 -0.43 -1.50
H -2.61416 -0.43475 2.99415 -0.63 -0.19 0.80
H 1.06716 -2.00953 1.83451 2.18 -1.00 1.38
H 1.19179 -1.25373 -0.53815 -0.23 -1.41 1.06
H 0.77739 0.82672 1.14197 0.00 -1.14 1.99
H 0.67773 2.41333 0.46799 0.34 0.63 0.48
H 1.93861 1.32285 -0.17521 -1.48 -0.16 0.96
H 1.14120 0.62934 -2.56342 0.56 -1.11 0.11
H 1.07769 2.24887 -2.05043 -1.14 -0.58 -0.32
H -0.35418 1.38889 -2.85347 -0.23 0.47 -0.51
H -1.07643 1.55793 -0.76748 0.23 0.61 0.50
H -2.24850 -2.97689 -1.79258 1.20 0.06 0.50
```
Forces are in eV/Å.

The calculation puts the frontier orbital gap at 7.73 eV. For the total energy, the calculation gives -25283.191 eV.

These are the natural (NBO) partial charges, in e, on atoms 1 to 5: -0.2308, -0.3868, -0.1110, -0.1634, 0.7134

=====

Molecular formula: HN2O3S
Method: DFT, wB97M-V/def2-TZVPD

Structure (XYZ):
```
7
Properties=species:S:1:pos:R:3:forces:R:3
N -1.21798 -0.48602 0.95556 -0.06 -0.33 1.86
N -0.43605 -0.16970 1.87842 1.59 1.45 -1.49
O 1.52447 -0.45564 -0.60510 0.38 -0.91 0.72
O -1.06480 -0.18583 -0.30822 0.07 -0.23 -0.81
O 0.23318 0.37176 -2.44748 -0.86 -0.25 -0.63
S 0.50589 0.48359 -1.02983 1.03 1.92 0.08
H 0.45529 0.44184 1.55664 -2.16 -1.65 0.28
```
Forces are in eV/Å.

The calculation puts the frontier orbital gap at 8.23 eV. Its total charge is -1. For the total energy, the calculation gives -19973.186 eV.

These are the natural (NBO) partial charges, in e, on atoms 1 to 5: 0.1344, -0.4618, -1.0184, -0.5763, -1.0030